DFT (ωB97M-V/def2-TZVPD) results for a 8-piece molecular cluster, C14H12Cl32FO6P overall in a non-equilibrium geometry.

Calculated values
Spin multiplicity = 1
Highest occupied orbital energy = -9.93 eV
Net charge = 0
Kohn-Sham gap = 9.9 eV

Each line ends with the Mulliken charge.
Positions of all 66 atoms, in Å:
C1 -1.656 -3.608 -0.184  -1.13
C2 -0.281 -3.224 -0.652  0.83
O1 0.662 -3.974 -0.632  -0.61
O2 -0.246 -1.970 -1.116  -0.39
C3 1.047 -1.371 -1.335  -0.21
C4 0.904 0.076 -0.895  -0.13
C5 0.969 0.171 0.635  -0.16
C6 -0.041 1.064 1.313  1.08
O3 0.206 2.481 1.111  -0.04
P1 -0.414 3.193 -0.132  0.82
O4 0.413 3.306 -1.323  -0.71
O5 -1.827 2.554 -0.435  -0.42
O6 -0.778 4.650 0.537  -0.08
F1 -1.216 5.405 -0.584  -0.16
H1 -2.212 -2.718 0.100  0.30
H2 -1.578 -4.306 0.641  0.33
H3 -2.177 -4.066 -1.023  0.29
H4 1.290 -1.415 -2.394  -0.13
H5 1.815 -1.852 -0.736  0.32
H6 -0.070 0.424 -1.244  0.04
H7 1.659 0.704 -1.362  0.45
H8 1.960 0.469 0.980  0.29
H9 0.797 -0.825 1.051  0.04
H10 0.070 0.923 2.388  -1.33
H11 -1.063 0.786 1.064  0.57
H12 -1.809 2.201 -1.334  0.33
C7 2.902 -2.643 3.189  0.28
Cl1 4.616 -2.338 2.892  -0.11
Cl2 2.099 -1.108 3.547  -0.02
Cl3 2.170 -3.373 1.760  -0.04
Cl4 2.727 -3.738 4.566  -0.11
C8 -1.895 -0.662 5.362  0.23
Cl5 -2.387 0.285 6.771  -0.12
Cl6 -3.318 -1.216 4.481  -0.09
Cl7 -0.916 0.354 4.297  -0.02
Cl8 -0.944 -2.051 5.887  -0.09
C9 2.955 -1.582 -5.336  0.30
Cl9 4.453 -1.259 -6.214  -0.12
Cl10 3.083 -3.134 -4.504  -0.10
Cl11 2.689 -0.307 -4.142  -0.06
Cl12 1.602 -1.627 -6.464  -0.02
C10 8.345 -2.710 -3.901  0.29
Cl13 6.850 -2.149 -4.661  0.02
Cl14 8.764 -1.638 -2.561  -0.10
Cl15 8.113 -4.351 -3.291  -0.10
Cl16 9.649 -2.702 -5.091  -0.11
C11 -1.070 -3.763 -8.871  0.37
Cl17 -1.233 -2.082 -8.342  -0.10
Cl18 -0.285 -3.804 -10.451  -0.09
Cl19 -0.097 -4.660 -7.705  -0.08
Cl20 -2.672 -4.493 -8.988  -0.10
C12 0.824 4.930 4.253  0.20
Cl21 1.549 5.334 2.699  -0.07
Cl22 0.191 3.282 4.198  -0.03
Cl23 2.045 5.061 5.522  -0.11
Cl24 -0.513 6.018 4.603  -0.09
C13 -6.812 1.667 4.741  0.34
Cl25 -6.733 3.372 4.291  -0.08
Cl26 -5.391 1.241 5.695  -0.02
Cl27 -8.273 1.371 5.687  -0.11
Cl28 -6.848 0.675 3.278  -0.12
C14 -4.529 4.941 1.667  0.27
Cl29 -6.044 4.363 2.374  -0.08
Cl30 -3.172 4.193 2.516  0.01
Cl31 -4.495 4.531 -0.044  -0.10
Cl32 -4.423 6.694 1.852  -0.12